[1]
Computed, not measured: an isolated ion of composition C7H13N and charge +1 in a non-equilibrium geometry, with ωB97M-V/def2-TZVPD.

- <S²>: 0.7591
- Total charge: +1
- Spin multiplicity: 2
- Energy above the lowest of the compared OMol25 structures with the same formula, charge and spin: 3.361 eV
- Max |F|: 0.0412 hartree/bohr
- HOMO-LUMO gap (spin up / spin down): 6.0 / 6.4 eV

```
21
Properties=species:S:1:pos:R:3:mulliken_charge:R:1
C -0.356 1.797 -0.699 -0.474
C -1.007 0.957 0.443 -0.730
C -1.060 -0.542 0.106 0.529
C 0.144 -1.276 0.272 -0.176
C 1.159 -1.027 1.200 -0.050
C 2.368 -1.625 1.189 -0.711
C -1.898 -0.913 -1.141 -1.101
N 1.077 1.935 -0.522 -0.574
H -0.834 2.769 -0.741 0.452
H -0.672 1.202 -1.568 0.282
H -2.043 1.309 0.490 0.350
H -0.559 1.142 1.419 0.430
H 0.192 -2.194 -0.316 0.479
H 0.971 -0.231 1.908 0.284
H 2.603 -2.373 0.441 0.281
H 3.082 -1.466 1.986 0.313
H -1.902 -1.060 0.628 0.248
H -1.340 -1.039 -2.055 0.355
H -2.935 -1.200 -1.065 0.333
H 1.429 2.702 -1.086 0.253
H 1.579 1.133 -0.889 0.224
```

[2]
Computed, not measured: C4H14NOS as an isolated structure in a non-equilibrium geometry, with ωB97M-V/def2-TZVPD.

- Total charge: +1
- Spin multiplicity: 1
- Energy above the lowest of the compared OMol25 structures with the same formula, charge and spin: 8.460 eV
- Max |F|: 0.1307 hartree/bohr
- HOMO-LUMO gap: 5.1 eV

```
21
Properties=species:S:1:pos:R:3:mulliken_charge:R:1
C -1.653 0.638 0.502 -1.365
C -0.381 -0.173 0.168 0.655
C 0.768 0.178 1.273 -0.338
C 1.632 -1.083 1.140 -0.618
S 0.683 -2.606 1.060 -0.217
N -0.059 -0.349 -1.271 -0.498
H -1.539 1.676 0.359 0.370
H -2.410 0.352 -0.233 0.412
H -2.103 0.529 1.503 0.446
H -0.358 -1.273 0.703 -0.585
H 0.443 0.231 2.345 0.267
H 1.344 1.134 1.011 0.353
H 2.372 -0.965 0.292 0.343
H 2.293 -1.104 2.014 0.471
H -1.689 -1.480 1.445 0.556
H 0.109 0.500 -1.672 0.244
H 0.598 -2.769 2.415 0.213
H -0.797 -0.994 -1.690 0.291
H 0.980 2.789 -3.970 0.326
H -0.520 2.429 -3.955 0.320
O 0.285 2.340 -3.440 -0.648
```

[3]
Computed, not measured: an isolated ion of composition C2H6NO and charge -1, with ωB97M-V/def2-TZVPD.

- Total charge: -1
- Spin multiplicity: 1
- Energy above the lowest of the compared OMol25 structures with the same formula, charge and spin: 0.262 eV
- Max |F|: 0.0181 hartree/bohr
- HOMO-LUMO gap: 6.9 eV
- SMILES string: CNC[O-]

```
10
Properties=species:S:1:pos:R:3:mulliken_charge:R:1
C 0.523 1.054 -0.402 -0.819
N 0.555 -0.138 0.412 -0.534
C -0.760 -0.964 0.425 -0.252
O -0.767 -1.966 -0.438 -0.856
H -0.128 0.974 -1.286 0.326
H 1.551 1.359 -0.624 0.336
H 0.176 1.921 0.192 0.211
H 1.217 -0.777 -0.001 0.231
H -1.529 -0.180 0.224 0.179
H -0.838 -1.282 1.498 0.179
```

[4]
Computed, not measured: a 2-piece molecular cluster, C5H8S overall in a non-equilibrium geometry, with ωB97M-V/def2-TZVPD.

- Total charge: 0
- Spin multiplicity: 1
- Energy above the lowest of the compared OMol25 structures with the same formula, charge and spin: 7.017 eV
- Max |F|: 0.0967 hartree/bohr
- HOMO-LUMO gap (spin up / spin down): 7.5 / 7.4 eV

```
14
Properties=species:S:1:pos:R:3:mulliken_charge:R:1
C -1.939 -0.008 -0.257 -0.373
C 0.967 -0.304 0.316 -0.072
C -0.925 0.934 -0.659 -0.690
C 0.496 0.310 -0.880 -0.159
C 1.637 -0.914 1.148 -0.651
S -1.500 -0.955 1.201 -0.198
H -2.742 -0.385 -0.792 0.442
H -1.202 1.277 -1.616 0.297
H -0.872 1.828 -0.032 0.283
H 1.265 1.093 -1.195 0.315
H 0.475 -0.485 -1.611 0.245
H 3.327 -0.640 0.463 0.018
H 2.009 -1.585 1.895 0.408
H -0.997 -0.164 2.019 0.136
```